Below is C41H32BrClN7O2Re as an isolated structure at a distorted geometry, with properties calculated with ωB97M-V/def2-TZVPD.

Each line ends with the Mulliken charge.
Geometry (Å):
Re: -0.0469 -0.2036 -0.1984  0.7931
Cl: -3.4641 3.6718 4.8486  -0.0997
C: -2.5593 2.5916 3.9348  0.1577
C: -2.3242 1.2832 4.4318  -0.7013
C: -1.5795 0.4094 3.7040  -0.4260
C: -1.0610 0.7798 2.4294  0.2693
O: -0.3747 -0.1029 1.7782  -0.5516
C: -1.2925 2.1199 1.9346  0.3096
C: -0.5398 2.6340 0.8032  0.1783
N: 0.0697 1.8795 -0.0405  0.3751
C: 1.1774 2.3823 -0.8010  -0.9897
C: 1.2928 3.6209 -1.3663  -0.5025
C: 2.5138 4.0030 -1.9608  -1.2045
C: 3.5953 3.1651 -1.9341  -0.7802
C: 3.4921 1.8772 -1.3507  1.0043
C: 4.5723 0.9734 -1.2366  -0.8032
C: 4.3796 -0.2469 -0.6423  -0.9745
C: 3.0977 -0.6066 -0.2189  0.1977
N: 2.0533 0.2102 -0.3093  0.0709
C: 2.2578 1.4732 -0.8278  1.3488
C: -2.0202 2.9983 2.7072  -1.0032
H: -2.7330 0.9995 5.3932  0.4755
H: -1.3735 -0.5904 4.0659  0.5191
H: -0.3655 3.7078 0.7732  0.6027
H: 0.4578 4.3130 -1.3647  0.6076
H: 2.5951 4.9804 -2.4168  0.4909
H: 4.5429 3.4787 -2.3546  0.5184
H: 5.5486 1.2576 -1.6131  0.5575
H: 5.1907 -0.9515 -0.5239  0.5400
H: 2.9094 -1.6008 0.1667  0.2050
H: -2.1646 4.0200 2.3763  0.5178
Br: 4.3540 0.0118 -6.2779  -0.0807
C: 2.9394 0.0213 -5.0554  -0.0974
C: 1.9694 1.0142 -5.1250  -0.8117
C: 0.9213 1.0137 -4.2210  -0.5885
C: 0.8517 0.0278 -3.2437  -0.0307
C: 1.8295 -0.9575 -3.1706  -0.2642
C: 2.8693 -0.9674 -4.0806  -0.8138
N: -0.2385 -0.0136 -2.3029  0.6331
C: -1.4405 0.1935 -2.7161  -0.2410
C: -2.5259 0.0568 -1.7707  0.2966
C: -3.8566 0.1948 -2.1213  -0.8606
C: -4.8318 -0.0670 -1.1717  -0.5116
C: -4.4358 -0.4972 0.0857  -1.0670
C: -3.0871 -0.6131 0.3757  -0.0803
N: -2.1336 -0.3115 -0.5212  0.2944
H: 2.0366 1.7882 -5.8775  0.4782
H: 0.1953 1.8196 -4.2541  0.5579
H: 1.7525 -1.7533 -2.4391  0.4550
H: 3.6192 -1.7456 -4.0446  0.6718
H: -1.6523 0.3642 -3.7671  0.7376
H: -4.1179 0.4814 -3.1327  0.5662
H: -5.8807 0.0356 -1.4166  0.4988
H: -5.1642 -0.7616 0.8404  0.5010
H: -2.7558 -0.9847 1.3353  0.7010
C: 5.6126 -4.6026 -3.8070  -1.6313
C: 4.8391 -5.1252 -2.6200  0.3955
C: 4.6117 -4.3551 -1.4902  -0.4537
C: 3.9228 -4.8502 -0.3835  0.0018
C: 3.4383 -6.1501 -0.3928  0.0445
N: 2.7610 -6.7540 0.7064  -0.0525
C: 2.3078 -6.1850 1.8679  0.2536
O: 2.3546 -6.7145 2.9456  -0.5761
N: 1.7432 -4.8916 1.7543  -0.0825
C: 1.0280 -4.3478 0.7057  -0.2849
C: 0.5282 -5.0805 -0.3801  -0.2478
C: -0.1929 -4.4291 -1.3609  -1.3165
C: -0.4096 -3.0677 -1.2715  0.0178
N: 0.0759 -2.3522 -0.2450  0.3393
C: 0.7643 -2.9857 0.7248  -0.4346
C: 3.6589 -6.9333 -1.5198  -0.7174
C: 4.3477 -6.4276 -2.6079  -0.6237
H: 6.1773 -3.7050 -3.5558  0.3504
H: 4.9474 -4.3653 -4.6410  0.3042
H: 6.3186 -5.3471 -4.1723  0.4840
H: 5.0328 -3.3540 -1.4431  0.3091
H: 3.8391 -4.2458 0.5124  0.6946
H: 2.9094 -7.7479 0.8225  0.2765
H: 1.6457 -4.4588 2.6614  0.2510
H: 0.6872 -6.1474 -0.4340  0.6690
H: -0.6023 -4.9800 -2.1968  0.5109
H: -0.9605 -2.5367 -2.0344  0.3825
H: 1.0940 -2.3790 1.5615  0.5925
H: 3.3063 -7.9595 -1.5331  0.4476
H: 4.5256 -7.0691 -3.4633  0.4496

Forces on the atoms, in the same order (eV/Å):
Re 0.875 0.851 2.478
Cl -0.300 0.339 0.286
C 0.470 -0.360 -0.593
C -0.229 0.680 -0.059
C 0.437 -0.161 -0.772
C -0.884 1.198 0.952
O 0.614 -1.109 -2.917
C 0.657 -0.805 -0.470
C -0.404 0.022 0.816
N 0.194 -0.545 -0.514
C 0.002 -0.136 0.198
C -0.037 0.085 -0.045
C 0.009 -0.005 -0.021
C 0.030 -0.009 -0.019
C 0.060 0.033 -0.068
C 0.023 0.114 -0.065
C -0.103 -0.129 0.081
C 0.156 -0.117 -0.117
N -0.545 -0.083 -0.255
C -0.100 0.038 0.054
C -0.568 0.227 0.943
H 0.005 0.042 -0.013
H 0.010 0.021 -0.019
H -0.002 0.009 0.020
H 0.035 -0.016 0.015
H -0.005 -0.012 0.015
H -0.015 -0.011 0.012
H -0.021 -0.004 0.015
H -0.009 0.016 0.013
H -0.016 0.006 0.016
H -0.034 -0.021 0.065
Br 0.047 0.017 -0.024
C 0.025 0.021 -0.023
C -0.013 0.006 0.004
C -0.059 0.245 0.141
C 0.130 -0.052 -0.016
C -0.106 -0.160 0.030
C -0.017 0.005 0.017
N -0.091 -0.092 0.101
C -0.063 -0.127 -0.175
C -0.181 0.069 0.184
C 0.167 -0.006 -0.192
C -0.102 -0.060 0.219
C -0.182 0.065 -0.148
C 0.361 -0.076 -0.081
N -0.331 -0.170 -0.172
H -0.006 -0.024 -0.003
H -0.019 -0.071 -0.005
H 0.026 0.001 0.011
H 0.002 -0.035 0.006
H 0.046 0.065 -0.013
H -0.001 0.004 0.038
H 0.011 -0.012 0.001
H 0.022 0.014 -0.002
H 0.040 0.069 0.019
C -0.119 -0.028 0.084
C 0.091 0.051 -0.168
C -0.070 0.106 0.177
C 0.157 0.161 0.095
C -0.154 -0.033 0.134
N 0.038 -0.074 -0.217
C 0.042 0.028 0.085
O -0.100 0.042 -0.106
N -0.058 0.119 -0.124
C 0.019 -0.206 0.150
C -0.011 -0.010 -0.065
C 0.017 -0.093 0.039
C 0.058 -0.001 0.038
N 0.041 0.107 0.070
C -0.099 0.207 -0.002
C -0.083 -0.139 -0.139
C -0.025 -0.144 -0.041
H -0.009 0.005 0.030
H -0.014 -0.005 0.020
H 0.010 -0.008 0.027
H -0.023 -0.043 0.011
H 0.014 -0.012 -0.048
H 0.183 0.048 0.031
H 0.000 -0.011 0.008
H 0.019 0.001 -0.007
H 0.018 0.008 0.017
H -0.014 0.005 0.014
H 0.054 0.026 -0.062
H 0.019 0.044 -0.029
H -0.017 -0.008 0.036

Output
electronic energy = -5227.0449 hartree
net charge = +3
energy relative to the best compared isomer or geometry (same formula, charge and spin) = 0.0 kJ/mol
molar mass = 956.32 g/mol
spin multiplicity = 2

Below is C41H32ClN6O4PSTi as an isolated structure, with properties calculated with ωB97M-V/def2-TZVPD.

Each line ends with the Mulliken charge.
Geometry (Å):
Ti: 1.0458 -0.1761 -1.1118  -0.8426
C: 5.1198 -0.0126 -3.0244  -1.6941
C: 3.9552 -0.0043 -2.0986  0.4984
N: 2.7998 -0.4685 -2.4091  1.0435
N: 2.6214 -1.1806 -3.5700  -0.5929
C: 1.7717 -2.2183 -3.4653  0.4044
N: 1.5303 -2.9538 -4.5351  -0.3611
S: 1.0397 -2.5835 -1.9625  -0.3708
C: 4.0420 0.3981 -0.6765  0.7773
C: 5.1253 1.0409 -0.1185  -1.0468
C: 5.1538 1.2191 1.2633  -0.6192
C: 4.1128 0.7298 2.0245  -0.9258
C: 3.0396 0.1214 1.3813  -0.2315
N: 2.9954 -0.0304 0.0622  0.1864
H: 5.2992 -1.0309 -3.3791  0.3966
H: 4.9227 0.6238 -3.8908  0.4033
H: 6.0279 0.3386 -2.5475  0.4162
H: 3.1119 -0.9323 -4.4175  0.3196
H: 1.9588 -2.7809 -5.4317  0.2160
H: 0.8938 -3.7312 -4.4579  0.2515
H: 5.9357 1.4065 -0.7315  0.3929
H: 5.9888 1.7254 1.7279  0.4840
H: 4.1102 0.8208 3.1013  0.5265
H: 2.1819 -0.2293 1.9410  0.6835
O: 1.7659 5.4184 1.5990  -0.5275
C: 1.0624 5.0164 2.6570  0.4161
O: 0.7550 5.7696 3.5342  -0.5434
C: 0.6678 3.5717 2.7180  0.0172
C: 0.0979 2.9784 3.8318  0.2476
Cl: -0.3202 3.6232 5.3330  -0.0878
N: -0.1473 1.6794 3.5294  0.1012
N: 0.2054 1.3855 2.2766  0.4006
C: 0.6994 2.5140 1.7779  -0.0954
C: 1.2459 2.4746 0.4108  0.1688
O: 2.0076 3.2888 -0.0570  -0.8090
O: 0.8206 1.4448 -0.3176  0.8228
C: -0.6996 0.6570 4.3675  -0.1480
C: -0.0933 0.3490 5.5741  -0.3386
C: -0.6287 -0.6709 6.3462  -0.7375
C: -1.7424 -1.3726 5.9036  -0.7433
C: -2.3326 -1.0531 4.6881  -0.4534
C: -1.8153 -0.0256 3.9140  0.2132
H: 1.9399 4.6966 0.9652  0.4200
H: 0.7751 0.9015 5.9094  0.5128
H: -0.1742 -0.9171 7.2960  0.4242
H: -2.1566 -2.1634 6.5145  0.4431
H: -3.2071 -1.5935 4.3497  0.4823
H: -2.2657 0.2581 2.9714  0.2046
C: -4.4042 1.8659 1.2003  -0.7250
C: -3.3282 2.4006 0.5029  -0.8432
C: -2.3870 1.5610 -0.0704  -0.3998
C: -2.5135 0.1798 0.0676  0.9526
C: -3.5996 -0.3566 0.7597  -0.6375
C: -4.5446 0.4902 1.3202  -0.5984
P: -1.3527 -0.9197 -0.7736  1.3638
C: -1.4410 -2.4924 0.0953  0.3768
C: -1.0816 -2.4513 1.4456  -0.4920
C: -1.1138 -3.6085 2.2056  -0.7482
C: -1.5025 -4.8077 1.6200  -0.7925
C: -1.8543 -4.8506 0.2779  -0.7226
C: -1.8221 -3.6953 -0.4906  -0.4413
C: -1.8927 -0.9722 -2.4884  0.7013
C: -3.0772 -1.5041 -2.9253  -0.4494
C: -3.5076 -1.2696 -4.2478  -1.0784
C: -2.7836 -0.4525 -5.0704  -0.8251
C: -1.5789 0.1509 -4.6285  1.2680
C: -0.8659 1.0824 -5.4241  -0.9122
C: 0.2481 1.7053 -4.9358  -1.1034
C: 0.7401 1.3762 -3.6523  -0.0397
C: 0.1177 0.4355 -2.8670  1.2727
C: -1.1015 -0.1480 -3.3331  -1.3357
H: -5.1381 2.5240 1.6460  0.4383
H: -3.2272 3.4729 0.4005  0.5017
H: -1.5592 1.9801 -0.6286  0.5035
H: -3.7098 -1.4289 0.8647  0.4346
H: -5.3904 0.0750 1.8521  0.4894
H: -0.8090 -1.5076 1.9115  0.2618
H: -0.8460 -3.5731 3.2535  0.5195
H: -1.5343 -5.7114 2.2136  0.4324
H: -2.1598 -5.7855 -0.1721  0.4702
H: -2.0862 -3.7372 -1.5396  0.4512
H: -3.7090 -2.0768 -2.2565  0.5851
H: -4.4351 -1.7065 -4.5914  0.4669
H: -3.1385 -0.2341 -6.0702  0.4599
H: -1.2397 1.3205 -6.4122  0.4684
H: 0.7582 2.4535 -5.5281  0.4541
H: 1.6276 1.8934 -3.2975  0.5659

Forces on the atoms, in the same order (eV/Å):
Ti -0.094 0.257 0.030
C 0.010 -0.002 0.000
C 0.018 -0.018 0.025
N -0.063 0.043 -0.026
N 0.043 -0.055 0.007
C -0.026 0.015 0.012
N 0.008 -0.003 -0.015
S 0.038 -0.129 -0.025
C -0.002 -0.023 -0.005
C 0.009 0.020 0.018
C 0.009 0.004 -0.013
C -0.014 -0.009 -0.008
C 0.006 0.030 0.017
N 0.056 -0.006 -0.017
H -0.007 0.001 -0.003
H 0.006 -0.003 -0.001
H -0.001 -0.002 0.003
H -0.028 0.028 -0.010
H 0.001 0.002 0.000
H 0.000 -0.001 0.000
H 0.001 -0.003 -0.002
H 0.000 -0.002 0.001
H -0.001 0.002 0.002
H -0.015 -0.003 0.004
O -0.033 0.009 0.030
C -0.011 0.020 -0.040
O 0.012 -0.012 0.015
C 0.049 0.009 0.010
C -0.054 0.046 -0.008
Cl 0.000 0.011 -0.001
N 0.041 0.010 -0.025
N 0.002 -0.010 -0.013
C 0.054 -0.041 0.055
C -0.275 0.176 -0.068
O 0.056 -0.085 0.010
O 0.157 -0.231 -0.038
C 0.004 -0.060 -0.031
C 0.008 -0.005 0.013
C -0.001 -0.002 0.012
C 0.010 0.007 0.004
C -0.022 0.009 0.003
C 0.005 0.037 0.023
H 0.046 0.004 0.020
H -0.018 -0.019 -0.012
H 0.000 -0.001 -0.001
H 0.000 -0.001 -0.001
H -0.011 0.003 -0.002
H -0.018 0.001 0.018
C 0.007 0.004 0.004
C -0.013 0.001 0.007
C 0.038 0.005 -0.011
C -0.011 0.004 0.014
C -0.011 -0.003 -0.016
C 0.009 -0.003 0.001
P 0.040 0.046 0.038
C -0.039 0.021 -0.002
C 0.019 0.009 0.035
C 0.004 -0.013 -0.026
C -0.002 0.002 -0.003
C 0.002 -0.004 0.010
C 0.016 -0.024 -0.030
C -0.050 -0.032 -0.017
C -0.006 -0.019 0.000
C 0.014 0.013 -0.008
C -0.003 -0.015 0.013
C -0.006 0.004 -0.021
C 0.001 -0.011 -0.001
C 0.006 -0.016 -0.001
C -0.017 0.022 -0.016
C 0.034 0.001 0.031
C 0.015 0.000 0.029
H -0.002 -0.001 -0.002
H 0.002 0.003 0.001
H -0.016 -0.006 0.009
H -0.003 0.002 0.004
H 0.003 -0.003 0.003
H 0.010 -0.029 -0.022
H 0.000 0.010 0.000
H 0.001 -0.003 -0.005
H 0.002 -0.002 0.002
H -0.010 0.018 0.011
H 0.013 -0.002 0.001
H 0.001 0.000 -0.003
H -0.003 0.004 0.001
H 0.000 0.003 0.000
H -0.001 0.002 0.000
H 0.002 0.000 0.003

Output
electronic energy = -4259.9239 hartree
net charge = +2
energy relative to the best compared isomer or geometry (same formula, charge and spin) = 117.1 kJ/mol
molar mass = 819.11 g/mol